Below is a 10-piece molecular cluster, C45H117N7O17 overall at a distorted geometry, with properties calculated with ωB97M-V/def2-TZVPD.

Element x y z (Å)
C: -2.1497 -0.4868 3.4192
O: -1.9272 -1.8718 3.2231
C: -2.8724 -2.7582 3.8293
C: -2.3361 -4.1747 3.7825
N: -3.2307 -5.0921 4.3963
C: -2.6568 -6.3911 4.5666
C: -2.1847 -6.9912 3.1555
O: -0.9000 -6.4979 2.8462
C: -0.5807 -6.4290 1.4321
H: -2.0464 -0.2143 4.4695
H: -2.9509 -0.0078 2.8565
H: -1.2909 0.0474 3.0126
H: -3.8551 -2.7281 3.3587
H: -2.9757 -2.4632 4.8735
H: -1.3835 -4.1644 4.3122
H: -2.1914 -4.3414 2.7150
H: -4.0084 -5.2517 3.7719
H: -3.3574 -7.1015 5.0052
H: -1.8461 -6.4093 5.2950
H: -2.9746 -6.8843 2.4121
H: -1.9852 -8.0576 3.2603
H: 0.4605 -6.1148 1.3602
H: -1.1638 -5.6925 0.8793
H: -0.6747 -7.4099 0.9661
C: -3.3824 9.6798 -0.8780
O: -2.9682 8.5738 -1.6637
C: -2.2404 8.9551 -2.8265
C: -2.0650 7.6588 -3.7026
N: -0.9687 6.8184 -3.2684
C: -1.1008 6.2018 -1.9267
C: -2.2131 5.0915 -1.8096
O: -1.9580 4.0022 -2.6366
C: -2.5136 2.7302 -2.1251
H: -4.0283 10.3858 -1.3999
H: -2.4703 10.2145 -0.6128
H: -3.8820 9.3934 0.0475
H: -1.2951 9.4425 -2.5876
H: -2.8314 9.6558 -3.4163
H: -1.9059 7.8788 -4.7582
H: -2.9662 7.0459 -3.6859
H: -0.8699 6.1297 -4.0004
H: -1.2821 6.9528 -1.1578
H: -0.1213 5.7532 -1.7613
H: -3.1954 5.5441 -1.9447
H: -2.1614 4.7958 -0.7618
H: -3.5938 2.8731 -2.0959
H: -2.1819 2.4598 -1.1226
H: -2.3263 1.8503 -2.7405
C: -3.7482 -0.7278 -1.9132
O: -3.8467 -2.0653 -2.3944
C: -4.8698 -2.7354 -1.6291
C: -4.7227 -4.1671 -2.0992
N: -5.5975 -5.0055 -1.3987
C: -5.5688 -6.3816 -1.8905
C: -6.5613 -7.2903 -1.1019
O: -7.9284 -6.8545 -1.2463
C: -8.9805 -7.4230 -0.4340
H: -3.2403 -0.6709 -0.9504
H: -4.6903 -0.1796 -1.9166
H: -3.0340 -0.2540 -2.5866
H: -5.8775 -2.4073 -1.8843
H: -4.7342 -2.6740 -0.5494
H: -3.6887 -4.5076 -2.0451
H: -5.0201 -4.0964 -3.1454
H: -6.5455 -4.7080 -1.5798
H: -4.5982 -6.8603 -1.7608
H: -5.7862 -6.4068 -2.9583
H: -6.3789 -7.2273 -0.0292
H: -6.3917 -8.3125 -1.4402
H: -9.8954 -7.0220 -0.8703
H: -9.0002 -7.1344 0.6169
H: -8.9729 -8.5039 -0.5740
C: 3.9987 4.6687 2.6796
O: 2.7175 4.4403 3.2136
C: 2.7175 3.7465 4.4848
C: 2.6323 4.8553 5.5673
N: 1.3381 5.5519 5.4444
C: 1.0195 6.2483 6.7210
C: -0.3300 7.0730 6.4611
O: -0.5018 7.9501 7.5932
C: -1.7400 8.6043 7.6991
H: 3.8400 4.7815 1.6072
H: 4.6579 3.8239 2.8796
H: 4.4165 5.6375 2.9534
H: 3.5894 3.1279 4.6975
H: 1.8191 3.1328 4.4194
H: 3.4587 5.5624 5.4950
H: 2.7296 4.4141 6.5592
H: 1.3820 6.3513 4.8287
H: 1.8293 6.9540 6.9061
H: 1.0036 5.6150 7.6080
H: -1.1820 6.3932 6.4621
H: -0.2783 7.6017 5.5093
H: -1.7059 9.2086 8.6056
H: -2.5185 7.8806 7.9409
H: -2.0056 9.1663 6.8038
C: 4.5535 -4.6352 0.2883
O: 3.9307 -4.6748 -0.9816
C: 3.1344 -3.6401 -1.5049
C: 2.6892 -4.0497 -2.9538
N: 2.0930 -2.8386 -3.5605
C: 1.3076 -3.1016 -4.7912
C: 2.0605 -3.8093 -5.8985
O: 1.1431 -4.5105 -6.7231
C: 1.7810 -5.1983 -7.7158
H: 3.8090 -4.2968 1.0090
H: 5.4124 -3.9649 0.2564
H: 4.9166 -5.6140 0.6015
H: 3.6123 -2.6609 -1.4774
H: 2.2883 -3.6830 -0.8190
H: 1.8319 -4.7187 -2.8797
H: 3.5315 -4.4637 -3.5082
H: 1.6262 -2.2407 -2.8937
H: 0.9468 -2.1374 -5.1493
H: 0.3532 -3.5888 -4.5914
H: 2.7247 -4.5197 -5.4063
H: 2.5458 -3.1160 -6.5855
H: 2.3133 -4.4406 -8.2910
H: 0.9992 -5.6197 -8.3477
H: 2.4083 -6.0111 -7.3497
C: 7.1631 -3.6207 -6.5097
O: 6.7088 -2.5721 -5.6932
C: 5.6936 -2.8746 -4.7141
C: 5.2341 -1.6153 -3.9475
N: 3.9945 -1.0407 -4.3752
C: 3.6275 0.1462 -3.6319
C: 2.1923 0.6937 -3.9072
O: 1.2635 -0.0724 -3.2525
C: -0.0707 0.2917 -3.3782
H: 7.8689 -3.2783 -7.2664
H: 6.4611 -4.1563 -7.1488
H: 7.6316 -4.3729 -5.8750
H: 6.3151 -3.4776 -4.0523
H: 4.8504 -3.5192 -4.9628
H: 6.0300 -0.8751 -4.0304
H: 5.1744 -1.8476 -2.8842
H: 3.2630 -1.7360 -4.3356
H: 4.3606 0.8757 -3.9761
H: 3.8573 0.1056 -2.5672
H: 1.8849 0.6217 -4.9505
H: 2.1917 1.6905 -3.4662
H: -0.7124 -0.5273 -3.0533
H: -0.3465 0.5722 -4.3948
H: -0.1545 1.1579 -2.7218
C: -0.6664 -3.3374 -0.6202
O: 0.0704 -2.0800 -0.7149
C: -0.1087 -1.2478 0.4298
C: 1.1316 -0.2925 0.3347
N: 1.0511 0.8082 1.3120
C: 2.0620 1.8606 0.9376
C: 1.3276 2.9649 0.1493
O: -0.0180 3.2156 0.6365
C: -0.0394 3.8703 1.9385
H: -0.0198 -4.0526 -0.1117
H: -0.7429 -3.7708 -1.6175
H: -1.6659 -3.1580 -0.2241
H: -0.0460 -1.8383 1.3438
H: -1.0666 -0.7355 0.5190
H: 1.0668 0.0133 -0.7095
H: 1.9703 -0.9743 0.4751
H: 0.1483 1.2547 1.2366
H: 2.8485 1.4099 0.3323
H: 2.5754 2.3114 1.7869
H: 1.2265 2.5533 -0.8549
H: 1.8960 3.8792 -0.0215
H: 0.2591 3.2093 2.7522
H: -1.0119 4.2838 2.2058
H: 0.6681 4.6917 2.0514
C: 1.5750 -0.5026 4.5115
O: 2.4528 -0.7650 3.4398
H: 1.6251 0.5836 4.5881
H: 0.5251 -0.6993 4.2947
H: 1.9104 -1.0798 5.3732
H: 2.1644 -0.1444 2.7666
C: 5.6715 2.6915 -0.5326
O: 5.2615 4.0200 -0.9210
H: 6.6179 2.4581 -1.0205
H: 5.8757 2.5142 0.5233
H: 4.9169 1.9652 -0.8345
H: 6.0368 4.5635 -1.0795
C: -0.3566 2.1067 6.0099
O: -0.6154 3.4640 6.1518
H: -0.9339 1.6120 6.7909
H: -0.6395 1.7865 5.0072
H: 0.7019 1.8896 6.1535
H: 0.1938 3.8871 5.8554

Values from the calculation:
E_LUMO (alpha / beta) = 1.924 / 1.971 eV
relative energy (zero: lowest compared OMol25 entry of this formula, charge and spin) = 16.46 kcal/mol
spin multiplicity = 2
charge = -1
E_HOMO (alpha / beta) = 0.0317 / -0.2257 Eh

Löwdin population analysis, charges in e, atoms 1 to 4: -0.128, -0.204, -0.215, -0.237

---

Below is C45H133O22Sr as an isolated structure at a distorted geometry, with properties calculated with ωB97M-V/def2-TZVPD.

Element x y z (Å)
Sr: 15.4071 17.5147 14.8246
C: 16.5370 14.0300 12.6781
C: 17.2681 15.2628 13.1273
C: 18.5417 15.4637 12.3413
O: 16.4045 16.4051 12.8885
H: 15.6126 13.9030 13.2795
H: 17.0750 13.0889 12.7124
H: 16.2459 14.1744 11.6341
H: 17.6082 15.1647 14.1537
H: 18.2837 15.3489 11.2766
H: 19.2294 14.6671 12.6011
H: 18.9774 16.4529 12.5142
C: 22.3865 18.3445 10.5467
C: 22.0955 17.8825 9.1304
O: 20.7050 17.6016 9.0221
H: 21.8984 19.3120 10.8234
H: 23.4545 18.4196 10.7562
H: 22.0891 17.6044 11.2580
H: 22.6549 16.9519 9.0138
H: 22.4037 18.6799 8.3739
H: 20.6082 16.7778 8.4711
C: 18.1222 20.3528 10.6467
C: 18.5196 19.1089 11.4454
O: 17.5699 18.8237 12.4913
H: 18.6846 20.5403 9.7177
H: 18.3157 21.2494 11.2661
H: 17.0530 20.3376 10.4826
H: 19.5224 19.2309 11.9002
H: 18.6241 18.2525 10.8218
H: 17.2385 17.8782 12.3977
C: 16.3513 11.3113 7.0866
C: 15.5230 11.1087 8.2832
O: 14.0966 11.2380 8.0262
H: 15.8242 11.0222 6.2277
H: 17.2754 10.7649 7.1526
H: 16.6046 12.4030 6.9680
H: 15.7992 11.8417 9.0800
H: 15.6929 10.1275 8.7310
H: 13.6391 10.4557 8.2891
C: 14.5580 14.1293 18.1769
C: 14.0842 15.3459 17.3991
O: 14.7445 15.4247 16.1545
H: 13.8701 13.8139 18.9788
H: 15.6359 14.2830 18.5120
H: 14.5075 13.2416 17.5363
H: 14.1300 16.2982 17.9132
H: 13.0290 15.2640 17.2873
H: 14.1862 14.8708 15.5353
C: 20.8696 10.8356 15.0157
C: 20.5935 10.7580 13.4639
O: 19.9639 11.9254 12.8851
H: 21.1783 9.7746 15.2779
H: 19.9295 11.1669 15.4961
H: 21.6635 11.5603 15.3366
H: 19.9370 9.9103 13.3775
H: 21.5462 10.6421 12.9213
H: 19.6454 12.4402 13.6210
C: 17.1929 19.4944 18.7492
C: 16.3124 18.3266 18.2844
O: 15.4372 18.7457 17.2138
H: 16.7811 20.4786 18.9394
H: 18.0182 19.6330 18.0838
H: 17.5424 19.3227 19.7588
H: 15.7275 17.9937 19.1653
H: 16.9020 17.5240 17.8965
H: 15.0906 19.5887 17.4304
C: 23.4838 13.7183 12.1442
C: 23.8578 13.4174 10.7175
O: 23.4442 14.5234 9.8894
H: 23.8091 12.8916 12.7681
H: 22.4633 13.9303 12.3591
H: 24.1004 14.5928 12.3906
H: 23.2427 12.5378 10.3039
H: 24.9061 13.2823 10.6596
H: 23.8561 15.3317 10.1927
C: 17.3481 22.0322 14.4002
C: 16.5434 21.0971 15.2672
O: 15.8617 20.1798 14.3837
H: 17.9199 21.4484 13.7365
H: 18.0570 22.7143 14.9335
H: 16.6588 22.6571 13.7988
H: 15.8813 21.6942 15.8476
H: 17.2088 20.4819 15.8784
H: 16.3618 20.1146 13.5708
C: 11.9854 12.7306 15.2581
C: 11.8386 13.9185 14.3299
O: 13.1520 14.4664 14.1104
H: 10.9686 12.3614 15.3827
H: 12.3236 13.1299 16.2011
H: 12.6453 11.9085 14.8978
H: 11.2449 14.6829 14.8182
H: 11.3082 13.7405 13.3962
H: 13.1888 14.6062 13.1564
C: 14.2025 17.5398 8.9170
C: 15.0075 17.4799 10.1908
O: 14.5132 16.5377 11.1370
H: 14.0849 16.5953 8.4050
H: 14.5235 18.2041 8.1121
H: 13.1480 17.8961 9.1482
H: 15.0497 18.4922 10.6000
H: 16.0652 17.2876 9.9912
H: 15.2350 16.4476 11.8175
C: 20.2907 18.2827 14.9838
C: 19.2211 17.3453 15.4639
O: 17.9833 18.0113 15.2241
H: 20.0137 18.7450 14.0019
H: 21.2400 17.8014 14.8575
H: 20.3927 19.0781 15.7550
H: 19.3122 17.1161 16.5031
H: 19.2061 16.3348 14.9092
H: 18.1312 18.4030 14.3447
C: 17.2282 15.8226 7.4045
C: 17.3005 15.1149 8.7348
O: 16.0956 14.3943 9.0026
H: 16.4020 16.5034 7.4441
H: 17.1066 15.0519 6.6268
H: 18.0750 16.4718 7.2931
H: 17.4981 15.9130 9.4752
H: 18.1047 14.4201 8.7602
H: 15.4299 15.0999 9.1667
C: 25.2410 17.7371 13.2610
C: 26.3839 17.1126 14.0231
O: 25.8501 16.2638 15.0098
H: 24.5128 16.9813 13.0055
H: 25.5924 18.3064 12.4323
H: 24.8045 18.5268 13.9153
H: 27.0884 17.8298 14.4284
H: 27.0115 16.4822 13.3400
H: 26.5947 15.9371 15.5334
C: 21.0506 12.8501 6.5764
C: 21.6008 14.2282 6.8374
O: 21.1469 14.7960 8.0970
H: 21.5819 12.1050 7.2143
H: 21.2238 12.6427 5.5407
H: 19.9762 12.7605 6.7999
H: 21.3185 14.9479 6.0973
H: 22.6900 14.2323 6.8076
H: 21.7176 14.4690 8.7974
C: 16.3461 9.2099 14.0799
C: 15.8250 10.3511 13.1976
O: 14.9044 11.1513 13.9750
H: 16.7334 8.4147 13.5000
H: 15.4690 8.8423 14.6801
H: 17.1315 9.5869 14.7096
H: 15.3598 9.9883 12.2890
H: 16.6039 10.9819 12.7793
H: 14.8921 12.0941 13.6552
C: 19.6521 9.9351 9.1815
C: 18.9934 9.5935 10.4834
O: 18.2190 10.6802 11.0311
H: 18.9655 9.9289 8.3214
H: 20.3499 9.1053 9.0244
H: 20.2893 10.8113 9.0940
H: 19.7593 9.3338 11.2319
H: 18.2715 8.7734 10.3378
H: 18.8254 11.2592 11.4864
C: 17.1328 12.7052 15.8436
C: 18.4219 13.3278 16.2915
O: 19.2431 13.7494 15.1268
H: 16.4426 12.5065 16.7064
H: 17.2201 11.7656 15.2666
H: 16.5748 13.3832 15.2148
H: 18.9874 12.6508 16.9743
H: 18.2081 14.3075 16.8186
H: 20.1591 13.8478 15.4000
C: 22.6632 15.9422 17.5051
C: 22.4636 14.8906 16.4224
O: 21.4579 13.8638 16.7543
H: 21.7434 16.5027 17.7766
H: 23.4331 16.6286 17.2167
H: 22.9703 15.4630 18.4617
H: 23.3641 14.4350 16.0788
H: 21.9532 15.3076 15.5410
H: 21.8277 13.4903 17.6037
C: 13.2326 12.9073 11.1702
C: 12.2949 13.9327 10.6907
O: 12.4373 15.1097 11.5052
H: 13.0273 11.9503 10.7148
H: 13.1159 12.6897 12.2781
H: 14.2624 13.1765 10.9616
H: 11.2473 13.6487 10.7455
H: 12.5145 14.1574 9.6076
H: 13.2696 15.5661 11.1926
C: 12.8517 19.8556 12.5033
C: 12.5509 19.3038 13.8933
O: 13.0868 18.0182 14.2519
H: 12.4380 19.2832 11.6647
H: 13.9206 19.8642 12.4377
H: 12.5263 20.8735 12.3801
H: 11.4427 19.2784 14.0583
H: 12.9157 19.9883 14.6127
H: 12.4705 17.4204 13.8593
C: 8.4837 16.3835 12.6688
C: 9.5163 16.8777 13.6446
O: 10.8049 16.9684 13.1122
H: 7.4257 16.4503 13.0345
H: 8.6373 15.2856 12.5500
H: 8.5516 16.7679 11.6415
H: 9.5629 16.2588 14.5640
H: 9.2062 17.8752 14.0110
H: 11.0854 16.2122 12.5618

Values from the calculation:
E_LUMO = -1.702 eV
charge = +1
E_HOMO = -0.4070 Eh

Löwdin population analysis, charges in e, atoms 1 to 4: 1.606, -0.037, -0.513, -0.027

---

- The highest charge belongs to which entry?
  C45H133O22Sr

---

- Look up the charge of the first one.
  -1

---

- charge of number 1 (C45H117N7O17)?
  -1

---

- The highest charge belongs to which entry?
  C45H133O22Sr